Here is a molecular structure, C22H36BeCl2F6IMgN8O10P at a distorted geometry from the Open Molecules 2025 dataset. Energies are from ωB97M-V/def2-TZVPD.

Last column: Mulliken charge in e.
Element x y z (Å)
C -0.3299 -0.8655 0.7467  -0.994
N 0.8997 -1.3232 0.0335  0.436
C 0.9703 -0.9301 -1.2868  0.063
N 0.5083 -1.6298 -2.4045  -0.186
C -0.9549 -1.6225 -2.5385  0.408
N -1.5098 -0.2828 -2.5459  -0.422
N 1.5426 0.1974 -1.5614  -0.350
I 2.2903 1.4743 -0.1656  0.320
C 1.1927 -2.7291 0.1829  -0.161
C 0.2368 -3.7366 0.1400  0.942
C 0.6068 -5.0544 0.3187  -0.823
N 1.8642 -5.4336 0.5289  -0.546
C 2.7627 -4.4632 0.5918  -0.559
C 2.4995 -3.1098 0.4176  -0.356
H -0.1604 0.1137 1.1838  0.248
H -0.5477 -1.5830 1.5285  0.472
H -1.2053 -0.7942 0.1044  0.350
H 0.8890 -2.5684 -2.4491  0.399
H -1.4457 -2.1841 -1.7391  -0.580
H -1.1951 -2.1318 -3.4732  0.609
H -2.2154 -0.1665 -3.2560  0.262
H -0.8233 0.4508 -2.6196  0.122
H 1.6101 0.4820 -2.5319  0.386
H -0.8350 -3.5566 -0.0092  -0.331
H -0.1521 -5.8251 0.3011  0.420
H 3.7824 -4.7568 0.8012  0.402
H 3.2829 -2.3722 0.4971  0.467
C 0.2471 4.5246 2.9920  -1.135
C -0.9908 4.3444 2.1154  -0.396
C -0.7205 4.5683 0.6309  0.867
C -0.2785 5.9780 0.2537  -0.545
C -1.3347 7.0047 0.6499  -0.616
C -2.6184 6.6441 -0.1034  -0.854
H 0.6396 5.5413 2.9292  0.285
H 0.0156 4.3291 4.0400  0.400
H 1.0414 3.8314 2.6907  0.166
H -1.7842 5.0096 2.4601  0.290
H -1.3704 3.3273 2.2466  0.387
H -1.6131 4.3270 0.0619  -0.455
H 0.0170 3.8428 0.2988  -0.222
H -0.1285 6.0242 -0.8292  0.381
H 0.6984 6.2211 0.6950  0.191
H -0.9963 8.0123 0.3887  0.380
H -1.5047 7.0273 1.7299  0.262
H -2.4362 6.6508 -1.1747  0.247
H -3.4311 7.3437 0.1027  0.396
H -2.9589 5.6582 0.1822  0.099
F -2.7488 2.7634 -0.8079  -0.322
P -3.9816 3.0943 -1.8953  0.970
F -4.4205 3.6927 -3.3616  -0.349
F -3.5026 4.6813 -1.7011  -0.289
F -5.1774 1.9845 -2.1416  -0.355
F -3.0350 2.0409 -2.7853  -0.385
F -4.8838 3.3733 -0.5436  -0.370
C 5.1519 4.2936 -0.9341  0.627
O 5.7257 3.5970 -0.0875  -0.515
O 4.1153 5.1633 -0.2640  -0.457
O 5.3373 4.5168 -2.1102  -0.561
H 4.2243 4.7781 0.6273  0.439
C 0.8850 -7.3530 3.4186  -0.281
C -0.1546 -8.3721 3.4190  0.287
N -0.9743 -9.1745 3.4204  -0.433
H 1.7566 -7.6893 3.9778  0.179
H 1.1918 -7.1394 2.3965  -0.018
H 0.5018 -6.4412 3.8765  0.275
N -4.0459 -3.8343 -0.9368  -0.089
C -5.1673 -4.0901 -0.2273  0.104
C -6.3779 -4.3198 -0.8374  -0.866
C -6.4602 -4.2795 -2.2244  0.142
C -5.3044 -4.0018 -2.9433  -0.794
C -4.1266 -3.7875 -2.2683  0.157
H -5.0810 -4.0990 0.8462  0.395
H -7.2491 -4.5184 -0.2308  0.402
H -7.4048 -4.4435 -2.7212  0.374
H -5.3060 -3.9590 -4.0231  0.378
H -3.2035 -3.5882 -2.7971  0.464
Be -6.8790 -6.0763 -4.3096  0.089
N 4.7128 -8.1112 4.0722  1.026
O 3.8473 -7.2239 4.2517  -0.621
O 4.4146 -9.1248 3.4250  -0.602
O 5.8459 -7.9663 4.5353  -0.608
Mg 6.0246 6.1053 -0.1237  1.376
O 10.3470 4.4818 -1.3871  -0.597
Cl 10.1442 5.3390 -0.2663  1.661
O 10.8861 4.9050 0.8701  -0.577
O 8.7006 5.2614 0.1069  -0.763
O 10.4316 6.7046 -0.5930  -0.637
Cl -2.8108 -3.1930 0.4646  0.019

Summary:
Frontier orbital gap   1.44 eV
2S+1   1
HOMO energy   -6.94 eV
E   -4423.08133 Ha
E_LUMO   -5.5 eV
Max |F|   2.92 eV/Å